Computed, not measured: C9H9N3O in the gas phase at a distorted geometry, with the ωB97M-V functional and the def2-TZVPD basis.

Each line ends with the Löwdin charge.
Atoms and positions in Å:
1 C 1.4594 -1.6866 0.0276  -0.19
2 C -1.8121 1.9372 0.1059  -0.10
3 C -2.9519 1.0964 0.1368  -0.07
4 C -0.5708 1.4046 0.0343  -0.04
5 C -2.7175 -0.1925 0.0917  -0.11
6 C -0.2657 0.0079 0.0518  -0.07
7 C 2.2533 0.7098 -0.0152  -0.42
8 C 3.6943 0.1824 0.1129  -0.01
9 C 1.2009 -0.2906 0.0758  -0.07
10 N 1.4172 -2.8239 -0.1457  0.18
11 N -1.4988 -0.8205 -0.0933  -0.06
12 N -1.8482 -2.1920 -0.4834  0.07
13 O 2.0594 1.9218 -0.0863  0.04
14 H -2.0296 2.9875 -0.0001  0.10
15 H -3.7877 1.6164 0.4628  0.09
16 H 0.2409 2.1567 -0.0356  0.11
17 H -3.4810 -0.8588 -0.2021  0.10
18 H 3.6931 -0.6136 0.8736  0.08
19 H 4.1199 1.1784 0.2809  0.08
20 H 4.1557 -0.2649 -0.8321  0.11
21 H -2.2980 -2.7373 0.3473  0.14
22 H -1.0328 -2.7184 -0.7076  0.04

The molar mass comes out at 175.191 g mol⁻¹. The energy relative to the best compared isomer or geometry (same formula, charge and spin) comes out at 0.000 eV. The calculated total energy comes out at -15990.41097 eV. The frontier orbital gap (spin up / spin down) comes out at 0.23516 / 0.24441 Ha. The spin multiplicity is 3.

***

Computed, not measured: 2 unconnected molecules or ions with the total composition C9H9N3O2 at a distorted geometry, with the ωB97M-V functional and the def2-TZVPD basis.

Each line ends with the Löwdin charge.
Atoms and positions in Å:
1 C 0.8830 -0.0630 -3.0473  -0.46
2 C 0.6131 0.3834 -1.8318  -0.08
3 C -0.1307 1.4833 -1.6020  -0.08
4 C -0.3044 1.9638 -3.9412  -0.46
5 C -0.4962 -0.1792 2.1549  -0.14
6 C 0.4057 -1.2057 1.9618  -0.07
7 C 0.5532 -2.0919 3.0163  -0.09
8 C -0.1298 -1.9965 4.2043  -0.07
9 C -1.1154 -1.0234 4.2023  -0.15
10 H 1.2927 0.8456 -5.0068  0.19
11 H 1.0968 -0.0621 -0.8402  0.16
12 H -0.2061 2.0860 -0.5604  0.17
13 H -1.5501 2.8900 -2.4544  0.24
14 H -0.6858 0.5052 1.4440  0.04
15 H 0.9392 -1.4139 1.0387  0.09
16 H 1.2792 -2.8786 2.7862  0.11
17 H 0.0329 -2.5331 5.0566  0.07
18 H -1.8901 -1.1486 5.0357  0.13
19 N 0.8362 1.0311 -4.0442  0.18
20 N -0.7724 2.1027 -2.6763  0.08
21 N -1.3096 -0.0753 3.2429  0.07
22 O 1.3346 -1.2261 -3.1732  0.06
23 O -0.6758 2.6065 -4.9660  0.01

The molar mass comes out at 191.190 g mol⁻¹. The energy relative to the best compared isomer or geometry (same formula, charge and spin) comes out at 3.581 eV. The calculated total energy comes out at -18042.17349 eV. The frontier orbital gap comes out at 0.34973 Ha. The SMILES is O=c1cc[nH]c(=O)[nH]1.c1ccncc1.